Record 1
{"formula": "CH12N2O3", "method": "ωB97M-V with the def2-TZVPD basis set", "elements": ["N", "C", "N", "H", "H", "H", "H", "H", "H", "O", "H", "H", "O", "H", "H", "O", "H", "H"], "coordinates": [[0.6219, 0.9982, -0.6617], [1.0575, 2.2764, -0.1403], [0.7814, 2.5783, 1.3026], [1.0005, 0.1907, -0.1978], [-0.3452, 0.9533, -0.9308], [2.1493, 2.2655, -0.2137], [0.5745, 3.0715, -0.7483], [-0.2169, 2.4827, 1.4545], [1.2420, 1.8296, 1.8126], [-2.7982, -1.8234, -1.3480], [-2.5412, -2.7271, -1.1569], [-2.1350, -1.2477, -0.9622], [0.9941, -2.8739, -2.1101], [1.1736, -2.3737, -2.9144], [1.8772, -3.1382, -1.7917], [-1.1212, -0.4872, 2.9459], [-0.9324, -0.8419, 2.0602], [-1.3819, -1.1330, 3.6000]], "lowdin_charge": [-0.014, -0.360, -0.015, 0.052, 0.049, 0.097, 0.112, 0.047, 0.046, -0.052, 0.033, 0.012, -0.075, 0.034, 0.042, -0.068, 0.031, 0.029], "e_tot_ha": -380.497148, "charge": 0, "homo_energy_ha": -0.329, "smiles": "NCN.O.O.O", "homo_lumo_gap_ha": 0.340}



Record 2
{"formula": "C21H40BeP2", "method": "ωB97M-V with the def2-TZVPD basis set", "elements": ["P", "P", "C", "C", "H", "H", "H", "H", "C", "H", "H", "H", "C", "H", "H", "H", "C", "H", "H", "H", "C", "H", "H", "H", "Be", "C", "C", "C", "C", "C", "C", "C", "C", "C", "H", "H", "H", "H", "H", "H", "H", "H", "H", "H", "H", "H", "H", "H", "H", "C", "C", "C", "C", "C", "C", "H", "H", "H", "H", "H", "H", "H", "H", "H"], "coordinates": [[-1.5476, 1.9413, -2.3228], [-0.4834, -1.4937, -2.8519], [-1.2721, 1.0047, -3.8446], [-1.6569, -0.4814, -3.7582], [-0.2459, 1.1084, -4.1894], [-1.9304, 1.4510, -4.5839], [-2.6774, -0.6584, -3.3632], [-1.6036, -0.9470, -4.7515], [0.9218, -1.6826, -3.9938], [1.7257, -2.2536, -3.5001], [1.2936, -0.6856, -4.2816], [0.5395, -2.2274, -4.8699], [-1.2035, -3.1559, -2.7589], [-1.0441, -3.6196, -3.7450], [-2.2841, -3.0893, -2.5586], [-0.7314, -3.7672, -1.9796], [-1.1809, 3.6181, -2.8298], [-1.0248, 4.2695, -1.9806], [-2.0182, 3.9731, -3.4270], [-0.2642, 3.6527, -3.4127], [-3.2758, 1.8086, -1.8843], [-3.5839, 0.7603, -1.8468], [-3.8229, 2.3867, -2.6362], [-3.4346, 2.2063, -0.8805], [0.7951, 2.0610, 0.6384], [0.1536, -2.6703, 0.4357], [1.3826, -1.9960, 0.1517], [1.3536, -0.7681, -0.9025], [1.0570, 0.8455, -1.0780], [-0.4034, 1.4946, -1.0272], [-1.3442, 0.8820, -0.0241], [-1.6360, -0.5987, -0.1501], [-1.1967, -1.8322, 0.7647], [-0.0010, 2.5991, 3.0647], [0.2318, -3.6909, 0.8671], [2.0077, -1.5512, 1.0201], [0.5750, -1.1386, -1.6832], [2.3507, -0.7632, -1.4124], [1.7501, 1.5159, -0.4488], [1.4876, 1.1122, -2.0877], [-0.2192, 2.6132, -0.7717], [-2.0780, 1.5704, 0.4721], [-1.4692, -0.9773, -1.2104], [-2.7639, -0.7012, -0.1382], [-1.2287, -1.4870, 1.8274], [-2.0094, -2.6146, 0.5969], [0.0042, 2.8800, 4.1133], [-1.0482, 2.5206, 2.7503], [0.5137, 3.4214, 2.5511], [3.4355, -0.7599, 3.8447], [2.0527, -0.3841, 4.3421], [1.3188, -1.6400, 4.7881], [2.2022, 0.5313, 5.5535], [1.2963, 0.3156, 3.2232], [0.7057, 1.2901, 2.7173], [4.0231, -1.2618, 4.6185], [3.9827, 0.1286, 3.5360], [3.3643, -1.4454, 2.9928], [1.8912, -2.1894, 5.5345], [0.3576, -1.4036, 5.2292], [1.1573, -2.3227, 3.9441], [2.7391, 1.4483, 5.2865], [1.2369, 0.7979, 5.9777], [2.7772, 0.0494, 6.3433]], "lowdin_charge": [0.901, 0.803, -0.312, -0.385, 0.086, 0.089, 0.087, 0.080, -0.226, 0.061, 0.047, 0.041, -0.225, 0.040, 0.054, 0.041, -0.183, 0.052, 0.055, 0.067, -0.160, 0.056, 0.066, 0.064, 0.276, -0.096, -0.098, -0.233, -0.188, -0.560, -0.271, -0.279, -0.148, -0.173, 0.076, 0.109, -0.112, 0.090, 0.012, 0.115, 0.032, 0.072, 0.000, 0.100, 0.108, 0.093, 0.058, 0.054, 0.012, -0.069, -0.623, -0.066, -0.060, 0.021, -0.192, 0.085, 0.088, 0.073, 0.082, 0.081, 0.081, 0.091, 0.083, 0.082], "e_tot_ha": -1521.013529, "charge": 0, "homo_energy_ha": [-0.157, -0.157], "homo_lumo_gap_ha": [0.165, 0.165]}



Record 3
{"formula": "H80O40", "method": "ωB97M-V with the def2-TZVPD basis set", "elements": ["H", "H", "O", "H", "H", "O", "H", "H", "O", "H", "H", "O", "H", "H", "O", "H", "O", "H", "O", "H", "H", "O", "H", "H", "O", "H", "H", "O", "H", "H", "O", "H", "O", "H", "H", "O", "H", "H", "O", "H", "H", "O", "H", "H", "O", "H", "H", "O", "H", "H", "O", "H", "O", "H", "H", "O", "H", "O", "H", "H", "O", "H", "H", "O", "H", "H", "O", "H", "H", "O", "H", "H", "O", "H", "H", "O", "H", "H", "O", "H", "H", "O", "H", "H", "O", "H", "H", "O", "H", "O", "H", "H", "O", "H", "H", "H", "H", "H", "H", "O", "H", "H", "O", "H", "H", "O", "H", "H", "O", "H", "H", "O", "H", "H", "O", "H", "H", "O", "H", "H"], "coordinates": [[-5.5292, -1.1709, -0.7073], [-6.5979, -1.5138, -1.6447], [-5.7314, -1.3813, -1.6288], [2.0412, -6.3115, -1.4912], [1.6161, -5.5813, -0.3782], [1.6080, -5.5110, -1.2981], [3.0476, -2.9990, 3.8795], [1.7870, -2.5307, 3.4937], [2.2644, -2.7227, 4.2954], [-3.9886, 0.2388, -1.9160], [-4.5585, 1.5426, -2.8056], [-3.8335, 1.1915, -2.1331], [1.3254, 1.3022, 0.3515], [1.7273, 0.1234, -0.6172], [1.9442, 1.1844, -0.4494], [2.2562, -0.6322, 2.4044], [1.7384, -0.2775, 3.1248], [-1.3631, 0.4085, 3.3923], [-2.1320, 0.9106, 3.0788], [1.3888, -5.1286, -4.2551], [0.5371, -3.9589, -4.2320], [1.5820, -4.1585, -4.2615], [5.8959, -2.9845, 1.3418], [4.8874, -1.9127, 2.0592], [5.2792, -2.7797, 2.1355], [-2.4633, -0.4296, 1.4550], [-2.1584, 0.3275, 0.1787], [-2.8307, -0.3000, 0.5231], [-6.8678, 1.0507, -0.4551], [-5.6398, 1.6862, -1.0459], [-6.6461, 1.8488, -1.0854], [-2.4963, 3.9749, -2.4036], [-2.0401, 4.2027, -3.2330], [-2.4501, -5.6587, -1.4403], [-2.5039, -4.8042, -2.5607], [-2.2518, -5.6349, -2.2654], [-2.4710, -3.5947, 4.3967], [-2.0395, -3.0681, 3.0465], [-1.8529, -3.8634, 3.7075], [4.7009, 4.9098, -0.5727], [4.2164, 5.0265, -2.0218], [3.9698, 5.1151, -1.0749], [2.0908, 2.5184, 4.4328], [3.3822, 1.7035, 4.2350], [2.7360, 2.3027, 3.7763], [1.2741, 4.1423, -5.3541], [1.2865, 2.4340, -5.4374], [1.8857, 3.3236, -5.5643], [-0.0653, 2.7780, -1.3902], [-0.7046, 1.9335, -0.7429], [-0.7738, 2.9352, -0.7663], [4.7222, 1.1961, 1.6122], [4.4351, 0.4388, 1.2330], [-5.4897, -3.4438, -0.7743], [-4.6973, -2.7693, -1.9852], [-4.7559, -3.5405, -1.4124], [-0.8703, -4.3774, 0.2571], [0.0500, -4.5275, 0.5809], [-1.6485, 6.3467, -0.2340], [-1.3351, 4.8419, 0.0036], [-1.1146, 5.7425, 0.1347], [-0.1899, 3.3903, 5.6449], [-0.4678, 3.5185, 4.1892], [-0.4941, 2.9052, 4.8998], [3.7676, 2.6574, -3.4285], [2.7353, 3.4240, -4.0872], [3.2558, 3.3852, -3.2776], [0.4659, 2.9518, 1.2397], [1.3350, 2.0233, 1.8116], [0.4785, 2.0008, 1.3864], [1.3573, 4.5134, -2.4063], [1.4157, 5.7698, -1.9468], [1.4260, 5.3365, -2.8339], [2.1149, -3.5847, -0.5428], [2.8372, -2.4077, 0.0759], [2.1540, -3.0161, 0.2661], [-1.2350, -0.7110, -1.8970], [-2.0251, -0.0488, -2.9084], [-1.1895, 0.0694, -2.4612], [4.0871, 3.0903, -0.9043], [3.3638, 3.2144, 0.5878], [4.1154, 2.8565, 0.1559], [2.9041, -4.1429, -2.9194], [3.7756, -2.9843, -2.6023], [3.8148, -3.9897, -2.7915], [-6.7141, -0.2400, 0.5991], [-5.4122, -0.8216, 1.1844], [-6.2096, -1.0774, 0.7296], [0.8804, 0.5147, -3.3939], [0.8842, 0.8110, -4.3514], [1.2459, 4.1291, 2.5857], [0.3004, 5.1348, 2.4413], [0.3466, 4.2122, 2.6340], [3.5171, 1.1172, 0.9202], [1.5897, -0.9285, 3.7822], [0.1604, -5.4430, 0.6653], [-1.5911, 1.6684, 2.7305], [-1.6741, 3.2738, -3.2957], [1.8551, 0.4393, -4.5149], [0.5851, -0.8304, -0.0452], [0.7018, -1.0077, 0.9800], [0.6884, -1.7480, -0.3015], [-1.6024, -1.6196, 5.7398], [-1.0685, -0.9102, 5.2327], [-1.2885, -2.2793, 6.1609], [-0.5301, -2.5922, -2.8376], [-0.1515, -3.4670, -2.7797], [0.0547, -1.7725, -2.6746], [0.2111, -2.2730, 2.8637], [0.0502, -3.1029, 2.3712], [-0.6567, -2.6074, 3.3499], [-2.3123, -2.9338, 0.4383], [-2.9578, -3.0476, -0.1800], [-1.9503, -2.1348, 0.3419], [5.7645, -1.2002, -0.0150], [6.4055, -0.6856, -0.3951], [5.0978, -0.6580, 0.3512], [-3.8978, 3.7851, 1.7195], [-3.1970, 4.2598, 1.0730], [-4.7028, 3.6996, 1.1484]], "lowdin_spin": [0.000, 0.000, 0.000, 0.000, 0.000, 0.000, 0.000, 0.000, 0.000, 0.000, 0.000, 0.000, 0.005, 0.001, 0.706, 0.000, 0.000, 0.000, 0.000, 0.000, 0.000, 0.000, 0.000, 0.000, 0.000, 0.000, 0.000, 0.000, 0.000, 0.000, 0.000, 0.000, 0.000, 0.000, 0.000, 0.000, 0.000, 0.000, 0.000, -0.001, 0.000, 0.036, 0.000, 0.000, 0.000, 0.000, 0.000, 0.000, 0.001, 0.000, 0.006, 0.000, 0.012, 0.000, 0.000, 0.000, 0.000, 0.000, 0.000, 0.000, 0.000, 0.000, 0.000, 0.000, 0.000, 0.000, 0.002, 0.000, 0.000, 0.009, 0.000, 0.000, 0.000, 0.000, 0.000, 0.001, 0.000, 0.000, 0.000, -0.005, -0.002, 0.218, 0.000, 0.000, 0.000, 0.000, 0.000, 0.000, 0.000, 0.000, 0.000, 0.000, 0.000, -0.002, 0.000, 0.000, 0.000, 0.000, 0.000, 0.007, 0.000, 0.000, 0.000, 0.000, 0.000, 0.000, 0.000, 0.000, 0.001, 0.000, 0.000, 0.000, 0.000, 0.000, 0.002, 0.000, 0.000, 0.000, 0.000, 0.000], "spin_multiplicity": 2, "e_tot_ha": -3056.798409, "charge": 1, "homo_energy_ha": [-0.478, -0.478], "homo_lumo_gap_ha": [0.347, 0.119]}



Please write out number 1 again, unchanged.
{"formula": "CH12N2O3", "method": "ωB97M-V with the def2-TZVPD basis set", "elements": ["N", "C", "N", "H", "H", "H", "H", "H", "H", "O", "H", "H", "O", "H", "H", "O", "H", "H"], "coordinates": [[0.6219, 0.9982, -0.6617], [1.0575, 2.2764, -0.1403], [0.7814, 2.5783, 1.3026], [1.0005, 0.1907, -0.1978], [-0.3452, 0.9533, -0.9308], [2.1493, 2.2655, -0.2137], [0.5745, 3.0715, -0.7483], [-0.2169, 2.4827, 1.4545], [1.2420, 1.8296, 1.8126], [-2.7982, -1.8234, -1.3480], [-2.5412, -2.7271, -1.1569], [-2.1350, -1.2477, -0.9622], [0.9941, -2.8739, -2.1101], [1.1736, -2.3737, -2.9144], [1.8772, -3.1382, -1.7917], [-1.1212, -0.4872, 2.9459], [-0.9324, -0.8419, 2.0602], [-1.3819, -1.1330, 3.6000]], "lowdin_charge": [-0.014, -0.360, -0.015, 0.052, 0.049, 0.097, 0.112, 0.047, 0.046, -0.052, 0.033, 0.012, -0.075, 0.034, 0.042, -0.068, 0.031, 0.029], "e_tot_ha": -380.497148, "charge": 0, "homo_energy_ha": -0.329, "smiles": "NCN.O.O.O", "homo_lumo_gap_ha": 0.340}